i:
Here is 5 unconnected molecules or ions with the total composition C2H15NO4 from OMol25. Energies are from the ωB97M-V functional and the def2-TZVPD basis.

Atoms and positions in Å:
C: 3.457 -0.436 -0.441
N: 3.246 -1.798 0.092
C: 4.453 -2.555 0.198
H: 4.523 -0.176 -0.528
H: 3.090 0.327 0.222
H: 3.011 -0.472 -1.443
H: 2.822 -1.743 1.007
H: 5.202 -2.109 0.911
H: 4.318 -3.512 0.727
H: 5.001 -2.664 -0.734
O: -2.822 2.438 1.244
H: -2.290 2.082 0.492
H: -2.459 3.339 1.224
O: -5.615 1.290 -1.497
H: -5.503 2.235 -1.405
H: -4.743 0.915 -1.678
O: -1.496 0.989 -0.663
H: -1.729 0.663 -1.514
H: -1.335 0.290 -0.012
O: -0.070 -0.622 0.933
H: -0.080 -1.464 1.402
H: -0.026 0.025 1.663

Properties
SMILES	CNC.O.O.O.O
HOMO	-8.7751	eV



ii:
Here is 5 unconnected molecules or ions with the total composition C2H15NO4 from OMol25. Energies are from the ωB97M-V functional and the def2-TZVPD basis.

Atoms and positions in Å:
C: 0.228 0.947 -2.618
N: -0.121 1.103 -1.133
C: -1.454 0.504 -0.788
H: 0.373 -0.127 -2.752
H: -0.707 1.267 -3.126
H: 1.128 1.370 -3.157
H: -0.041 2.113 -0.958
H: -2.200 0.601 -1.648
H: -1.768 0.960 0.208
H: -1.403 -0.639 -0.631
O: 0.807 0.119 1.427
H: 0.005 -0.342 1.252
H: 0.831 0.713 0.667
O: 2.461 -2.581 2.607
H: 1.804 -1.862 2.503
H: 2.259 -3.177 1.846
O: 0.134 -2.642 -0.521
H: 0.867 -2.572 -1.126
H: -0.203 -3.426 -0.951
O: -1.293 2.474 2.821
H: -0.571 2.633 2.208
H: -1.135 2.567 3.869

Properties
SMILES	CNC.O.O.O.O
HOMO	-9.3783	eV



Which of them is most stable? Easy: i.



i:
Here is 3 unconnected molecules or ions with the total composition C5H14N4 from OMol25. Energies are from the ωB97M-V functional and the def2-TZVPD basis.

Atoms and positions in Å:
C: 0.233 -1.440 -0.981
C: -0.343 -0.716 2.111
C: 1.124 -0.659 -1.883
N: 0.360 0.000 1.059
C: -1.104 1.177 -0.417
N: 1.716 0.281 1.518
N: -1.740 2.313 -0.895
N: -1.052 -1.485 -1.190
C: -0.278 1.202 0.634
H: 0.709 -2.091 -0.248
H: 2.185 -0.615 1.608
H: 2.171 0.775 0.751
H: -1.456 3.213 -0.500
H: -1.871 2.362 -1.890
H: -1.559 -2.181 -0.653
H: -1.494 -0.092 -1.022
H: -0.069 2.098 1.238
H: -0.438 -0.123 3.031
H: 0.193 -1.642 2.345
H: -1.341 -0.963 1.749
H: 1.547 -1.341 -2.630
H: 0.569 0.119 -2.398
H: 1.940 -0.191 -1.337

Properties
HOMO	-7.1255	eV



ii:
Here is 2 unconnected molecules or ions with the total composition C5H14N4 from OMol25. Energies are from the ωB97M-V functional and the def2-TZVPD basis.

Atoms and positions in Å:
H: 2.699 1.028 -1.467
N: 2.173 0.807 -2.332
N: 1.389 -0.132 -2.264
N: 1.086 -0.800 -1.159
C: 1.847 -0.772 0.132
N: 0.176 -1.838 -1.276
H: 1.187 -1.128 0.919
H: 2.181 0.244 0.341
H: 2.710 -1.437 0.045
H: -0.760 -1.547 -0.829
H: 0.173 -2.168 -2.243
C: -1.716 -0.812 1.050
C: -1.320 0.458 0.879
C: -0.492 1.179 1.895
C: -1.570 1.200 -0.394
H: -2.477 -1.256 0.429
H: -1.524 -1.320 1.983
H: -0.145 0.509 2.682
H: -1.086 1.986 2.344
H: 0.375 1.646 1.437
H: -1.867 2.227 -0.189
H: -2.375 0.726 -0.971
H: -0.665 1.201 -1.013

Properties
SMILES	[H]/N=N\N(C)N.C=C(C)C
HOMO	-8.4018	eV



iii:
Here is a single C5H14N4 molecule from OMol25. Energies are from the ωB97M-V functional and the def2-TZVPD basis.

Atoms and positions in Å:
C: 0.329 -1.982 0.926
N: 0.855 -0.635 1.053
C: 1.099 0.095 -0.187
N: 1.797 -0.743 -1.175
N: 1.937 1.229 0.161
N: -0.169 0.514 -0.751
C: -0.709 1.823 -0.441
C: -1.322 0.705 0.295
C: -2.650 0.128 -0.106
H: 0.005 -2.317 1.912
H: -0.532 -1.964 0.258
H: 1.059 -2.700 0.531
H: 1.699 -0.638 1.616
H: 1.177 -1.490 -1.475
H: 1.979 -0.180 -2.001
H: 2.037 1.832 -0.648
H: 2.860 0.899 0.419
H: -0.113 2.529 0.128
H: -1.268 2.253 -1.267
H: -1.117 0.676 1.360
H: -2.749 -0.896 0.253
H: -3.452 0.728 0.327
H: -2.750 0.132 -1.189

Properties
SMILES	CNC(N)(N)N1C[C@H]1C
HOMO	-8.6458	eV



iv:
Here is 3 unconnected molecules or ions with the total composition C5H14N4 from OMol25. Energies are from the ωB97M-V functional and the def2-TZVPD basis.

Atoms and positions in Å:
C: 0.450 -0.216 0.854
C: 0.163 0.336 -0.438
C: 0.714 -0.198 -1.738
N: -0.004 0.438 1.936
N: 1.254 -1.281 1.029
N: -0.698 1.482 -0.436
N: 1.862 1.691 -0.205
C: -1.401 -1.136 -0.229
C: -2.629 -0.867 0.180
H: -0.649 1.183 1.696
H: -0.156 -0.062 2.796
H: 1.347 -1.705 1.935
H: 1.504 -1.842 0.235
H: -1.464 1.355 -1.087
H: -0.108 2.269 -0.699
H: 1.995 1.913 0.784
H: 2.711 1.180 -0.452
H: -1.133 -2.104 -0.656
H: 1.175 0.631 -2.272
H: 1.483 -0.961 -1.598
H: -0.079 -0.625 -2.353
H: -3.454 -1.578 0.108
H: -2.884 0.100 0.610

Properties
HOMO (spin up / spin down)	-6.4074 / -6.4058	eV



Which of them is most stable? Easy: iii.



i:
Here is 2 unconnected molecules or ions with the total composition C5H12N from OMol25. Energies are from the ωB97M-V functional and the def2-TZVPD basis.

Atoms and positions in Å:
C: -0.992 -1.072 -0.421
C: 1.365 -0.537 0.474
C: -2.481 0.607 0.473
C: 2.648 0.230 0.216
C: 1.424 0.580 -0.546
N: -1.699 -0.017 -0.550
H: -0.485 -1.490 -1.277
H: -1.030 -1.638 0.497
H: 1.380 -1.567 0.159
H: 0.895 -0.350 1.427
H: -1.688 0.479 -1.443
H: -3.519 0.692 0.138
H: -2.119 1.620 0.664
H: -2.445 0.030 1.395
H: 3.442 -0.288 -0.299
H: 2.990 0.895 0.993
H: 1.393 0.321 -1.595
H: 0.921 1.506 -0.305

Properties
charge	+1
HOMO	-14.5307	eV



ii:
Here is 2 unconnected molecules or ions with the total composition C5H12N from OMol25. Energies are from the ωB97M-V functional and the def2-TZVPD basis.

Atoms and positions in Å:
C: -2.250 0.101 0.964
C: -1.400 0.034 -0.026
C: 0.718 -1.720 -0.702
C: 0.553 1.061 -1.388
C: 0.051 0.213 -0.255
N: 0.784 0.534 0.978
H: -3.204 -0.418 0.861
H: -2.081 0.603 1.896
H: -1.860 -0.546 -0.817
H: 1.604 -1.715 -0.057
H: 0.763 -1.739 -1.734
H: -0.183 -2.282 -0.356
H: 1.137 0.556 -2.183
H: 1.181 1.908 -0.965
H: -0.269 1.460 -1.956
H: 1.657 0.123 0.965
H: 0.108 0.282 1.761
H: 0.839 1.553 0.853

Properties
charge	+1
HOMO	-13.6207	eV



Which of them is most stable? Easy: i.